# 1
Density functional theory data (ωB97M-V with the def2-TZVPD basis set) for a 2-piece molecular cluster, C11H16Cl4F5O10P3S overall at a distorted geometry.

Properties
HOMO-LUMO gap: 9.7 eV
SMILES: O=C(O)CC[C@@]1(CCCC(F)(F)C(F)(F)F)OS(=O)(=O)O[C@@]1(PP(=O)(O)O)P(O)Cl.ClC(Cl)Cl
Net charge: 0
E_HOMO: -10.238 eV

Positions of all 50 atoms, in Å:
S 1.890 1.936 -1.965
P 4.569 1.042 2.910
Cl 2.775 4.141 0.676
H -1.978 -1.972 -0.131
H 4.593 3.232 2.630
F -1.785 -2.864 -2.423
H 4.435 -0.181 0.451
O 0.288 2.912 1.273
H -1.590 0.620 -0.613
O -2.405 -1.793 0.719
O 0.622 1.388 -1.160
O 2.191 1.078 -3.058
C -2.566 -0.449 0.927
H -0.869 -0.242 -2.199
H -5.175 -2.003 2.387
C -5.677 -1.580 3.247
H 3.042 2.112 4.030
H 0.248 0.344 1.777
C -0.016 -0.021 0.781
O 5.119 2.455 2.404
C 1.075 0.373 -0.236
C -1.303 -1.964 -3.322
O 3.579 1.315 4.130
C -2.534 -1.214 -3.870
H -0.211 2.899 2.101
P 3.409 -0.008 1.392
C 1.608 -0.913 -0.911
O 1.699 3.319 -2.179
F -3.305 -0.822 -2.853
C -0.297 -1.039 -2.674
O -3.548 -0.042 1.481
C -1.442 0.468 0.459
F -3.252 -1.974 -4.677
C 0.586 -1.772 -1.664
O 2.950 1.653 -0.800
F -0.762 -2.662 -4.332
H 1.967 -1.521 -0.075
H 1.151 -2.531 -2.213
C 2.286 1.119 0.411
H 0.293 -0.567 -3.460
H -1.642 1.432 0.919
H 2.475 -0.718 -1.539
P 1.854 2.605 1.593
F -2.150 -0.129 -4.536
H -0.025 -2.334 -0.955
O 5.628 0.089 3.223
Cl -4.450 -1.219 4.466
Cl -6.501 -0.119 2.724
H -0.024 -1.106 0.872
Cl -6.825 -2.773 3.862

***

# 2
Density functional theory data (ωB97M-V with the def2-TZVPD basis set) for a 14-piece molecular cluster, C61H141Cl10O28P overall at a distorted geometry.

Properties
HOMO-LUMO gap: 9.2 eV
Net charge: 0
E_HOMO: -9.099 eV

Positions of all 241 atoms, in Å:
H -0.031 -5.384 -7.001
C 1.630 9.798 -10.031
H -3.756 -10.537 -2.813
H -0.370 -5.587 9.933
H 5.097 9.369 6.481
H -9.026 -8.696 1.197
H 1.247 8.936 -10.577
H 6.595 9.910 -3.577
H -7.859 -8.819 -4.337
H -2.083 1.247 8.054
H -2.698 -1.512 -0.282
H 11.246 -5.101 1.637
H 3.056 9.666 -2.770
C 8.463 2.420 -10.077
C 1.259 -0.671 3.682
H 5.975 8.790 5.071
H 4.767 -6.870 2.805
H -7.387 7.068 3.553
H -5.305 -0.273 6.468
C -4.698 0.114 -6.356
H 10.575 -3.600 -0.152
C 1.533 7.982 -6.665
Cl 4.169 10.166 4.550
O -0.523 -2.747 1.839
C -8.387 -9.772 -4.297
O 7.479 2.975 -7.955
H -1.221 -3.024 -9.667
H 6.619 -0.632 8.933
H -7.292 -8.472 1.091
H 9.049 4.757 -6.027
H 7.854 2.078 9.800
C -2.583 1.632 8.943
H 1.939 0.157 3.482
H 8.828 -0.088 -10.670
C -4.044 -0.192 8.217
C -10.849 7.339 1.458
H 5.094 -5.382 0.556
C -10.150 -8.964 -2.975
O 0.034 -0.394 3.070
H -3.879 -1.425 1.077
H 10.434 2.261 4.089
H 1.052 -0.748 4.749
C -7.245 6.978 2.476
C 8.855 4.274 -5.069
C 3.220 9.640 -3.848
H 11.100 0.339 6.351
H -4.486 5.457 3.043
H -14.470 0.255 0.404
H 5.432 9.856 -2.340
C 4.978 8.954 5.480
H -2.145 -5.501 -5.092
H 9.333 -2.511 10.177
H -8.871 -9.769 -5.273
C 6.687 3.772 -7.148
H 6.559 0.105 10.479
C -2.443 -4.997 -6.011
H 12.104 1.928 4.691
H -1.723 0.159 12.160
O 0.630 -3.087 -8.119
H 8.503 -2.003 -0.482
C 7.501 1.377 9.044
C 7.716 3.508 -9.237
H 9.392 -0.171 7.918
H -0.886 2.564 9.701
H -5.282 -0.149 -5.474
O -0.897 0.583 10.283
H 2.545 -2.495 -8.635
H -10.866 -9.118 -2.168
H 6.323 -6.842 3.623
C -3.954 -9.533 -0.451
O -0.173 -1.158 -10.107
H 8.317 4.416 -9.189
H 1.867 -1.139 -10.406
H 6.177 2.461 -5.619
H -3.390 -4.491 -5.827
H -2.675 0.080 -5.582
C 10.403 -4.620 2.133
H -2.203 -1.723 -10.274
Cl -11.596 -0.281 0.504
H -12.693 -2.009 1.539
O 2.527 8.644 -5.871
O -6.262 0.606 8.182
H -0.978 -2.447 -11.307
H 8.175 -2.373 8.903
Cl -2.865 -6.601 8.593
C 6.713 3.411 -5.613
H 7.485 -0.353 -11.753
H -8.406 6.264 0.790
H -6.723 -10.736 -5.238
H 6.066 -2.991 0.962
H 0.541 8.398 -6.489
C 5.533 10.079 -3.402
H -5.949 -12.557 -2.370
Cl -14.366 -1.710 -0.898
H 6.985 4.816 -7.245
H -2.475 -0.645 10.848
H 8.273 -2.004 1.233
C 8.149 0.415 -11.358
H -2.873 1.179 -6.947
C 0.412 0.787 0.331
C -8.119 -8.586 1.791
H 10.546 -4.749 3.206
H -9.605 -8.051 -2.737
H -7.755 -11.850 -4.275
H 0.094 -4.840 -5.282
H 8.980 2.888 -10.914
O -6.362 -10.666 -3.251
H -5.083 6.938 3.835
H 5.342 11.143 -3.534
Cl -3.527 2.301 -4.918
O 10.699 2.433 6.176
H -3.431 0.026 0.182
H 1.226 9.198 -4.409
H -0.380 1.257 0.914
C -7.266 -10.876 -4.304
C -5.159 0.336 7.360
H 11.563 3.503 4.595
C 1.082 -1.816 -10.072
H -7.584 -0.523 9.397
O -9.246 -10.052 -3.164
C 6.153 -5.199 0.734
C 0.926 -3.556 -6.790
O 8.000 -3.818 0.440
C 6.594 -3.746 0.379
C -3.316 0.853 -6.006
O 10.514 -3.266 1.875
C 10.300 1.073 6.442
H 6.181 4.085 -4.942
C -11.741 10.835 0.851
H -11.991 8.906 2.535
H 2.974 8.005 5.484
C -1.190 -2.128 -10.287
H 1.387 1.135 0.670
H -3.043 2.590 8.701
H -4.586 -0.862 -6.829
C 8.723 -2.574 0.420
H 4.127 7.065 6.437
H -1.009 -5.562 7.452
Cl 4.095 6.727 4.047
C -3.059 -0.925 0.563
H -3.229 -0.427 7.532
H 1.912 -4.020 -6.797
C -1.498 -0.324 11.209
H 1.114 -2.647 -10.777
P -0.563 -1.257 1.770
H -6.933 7.995 2.238
H -2.055 2.178 10.991
H 7.578 -2.393 10.557
H -11.206 6.488 2.039
O 8.253 1.443 7.839
C 1.872 8.236 -8.225
O 7.511 1.464 -10.653
H 10.757 -1.931 0.362
Cl -8.279 -7.114 2.780
H 0.779 -2.713 -6.114
H 6.169 -7.455 1.917
H 9.437 -5.004 1.804
C -12.883 -0.940 1.446
O -3.637 0.766 9.267
O 8.400 -0.582 10.050
O -9.531 7.596 1.964
H -0.868 -1.181 11.448
H 10.186 1.390 8.545
H -3.430 -8.996 -1.242
H -10.933 7.063 0.407
H 0.365 1.088 -0.716
H -0.970 -7.310 7.445
C -4.295 -11.197 -2.134
H -12.566 10.626 0.169
Cl -9.529 -10.352 3.456
H -11.248 11.584 0.231
H 2.930 8.056 -8.416
H -2.590 -5.736 -6.799
C 11.191 2.506 4.834
H 9.855 4.100 -4.673
H -4.672 -9.010 0.181
H 2.346 7.703 -4.179
H -7.530 -10.657 2.126
H -7.778 -0.670 7.613
H 6.800 -5.900 0.207
C 5.837 -6.725 2.655
H -10.731 -8.756 -3.873
C 1.532 -2.093 -8.623
Cl 1.486 -6.231 8.612
H -4.366 6.945 2.169
O 0.272 -0.635 0.505
H 3.049 10.652 -4.217
H -9.033 5.705 2.407
C 10.216 -2.857 0.560
Cl -5.711 1.128 -7.468
C -7.070 -0.606 8.439
H -12.076 11.241 1.806
H 1.591 -1.263 -7.918
C 9.581 0.894 7.786
O 4.584 9.280 -4.090
H -12.535 8.502 0.938
C -1.178 -6.442 8.072
C -7.972 -9.815 2.658
H -4.322 -1.054 8.823
H 6.789 3.795 -9.734
H -3.177 -9.894 0.223
H 1.214 7.624 -8.842
H 9.563 0.789 5.690
H -3.643 -11.991 -1.769
O -1.468 -4.067 -6.403
H 5.650 3.812 -7.481
C -11.636 8.660 1.534
C -14.216 -0.771 0.671
H -7.197 -9.620 3.399
O 8.025 3.134 -5.090
C -5.492 -11.769 -2.969
C 7.216 -0.033 9.621
C -0.186 -6.413 9.246
C -0.129 -4.548 -6.308
O 6.310 -5.451 2.144
H 1.699 -1.609 3.345
H -14.995 -1.051 1.380
H -0.233 -7.335 9.826
H -12.943 -0.541 2.458
C -1.589 1.818 10.074
C 4.016 7.693 5.553
H 6.505 1.760 8.819
H 8.404 4.991 -4.384
H -4.818 1.328 7.063
H 1.563 6.915 -6.445
O -2.081 -0.612 1.561
H -6.467 -1.515 8.437
O -6.245 6.011 2.327
H 0.877 10.573 -10.173
O -10.893 9.736 1.036
O -4.730 -10.567 -0.953
H 6.346 -3.663 -0.679
H 2.610 10.109 -10.392
C -8.604 6.524 1.830
H 9.244 1.952 -9.479
H 8.746 0.795 -12.187
C 2.207 8.732 -4.509
O 1.531 9.532 -8.630
C 8.386 -2.037 9.918
H -5.062 -12.257 -3.843
C -4.989 6.411 2.886

***

# 3
Density functional theory data (ωB97M-V with the def2-TZVPD basis set) for C51H54N3OP2SSi2Y as an isolated structure at a distorted geometry.

Properties
HOMO-LUMO gap: 7.0 eV
Net charge: +2
Energy above the lowest of the compared OMol25 structures with the same formula, charge and spin: 0.0 kcal/mol
E_HOMO: -12.803 eV

Positions of all 115 atoms, in Å:
C 4.156 6.315 19.063
H -0.384 4.938 17.935
H 0.854 13.444 13.607
C -2.437 8.421 17.552
H 3.249 17.184 15.755
H 1.742 12.930 24.078
C -0.970 14.184 22.445
H 2.327 8.623 21.758
C -0.719 5.775 17.310
H 4.768 8.297 18.475
H 3.783 14.836 16.395
H -1.428 13.832 20.337
C -0.234 13.193 18.130
P 2.692 12.288 15.646
H -3.008 7.926 16.740
C 1.083 13.179 23.244
H -2.844 14.277 15.409
H 5.147 5.878 19.063
H 1.985 10.229 21.076
H -0.057 10.129 12.378
C 2.169 7.948 15.056
H 4.948 13.403 14.096
C 2.461 14.948 19.503
H -0.307 14.245 24.466
C 4.872 15.074 19.724
H -1.573 5.408 16.716
H 1.643 17.651 13.937
H -1.858 14.763 22.687
H -0.738 8.152 13.615
C 1.486 7.926 13.765
H -1.243 10.822 20.658
C 0.203 7.996 19.306
C 0.159 8.627 14.000
H 5.905 13.140 19.441
H 1.349 6.974 13.219
C 6.442 11.541 17.149
C 3.062 5.500 19.443
H -0.920 15.765 15.956
H -1.567 11.470 18.353
C 1.822 16.614 14.268
C 4.963 13.709 19.420
C 3.431 10.724 13.293
C -1.464 9.929 21.253
C -2.420 6.290 19.717
C 0.670 9.872 13.165
N 1.338 8.290 16.028
H 0.922 5.409 19.750
Y 1.468 9.528 17.777
P 1.037 12.562 19.248
H 0.277 6.320 21.906
H -1.979 9.335 17.137
H -0.703 8.482 15.917
H -3.006 6.985 20.323
C 5.060 11.732 17.052
H -1.386 6.897 22.199
H 0.733 15.079 17.633
H 1.483 15.431 19.593
C 1.575 9.425 21.706
C 6.715 12.716 15.085
C 3.176 9.564 12.595
H -1.496 10.274 22.304
H 1.526 8.409 11.695
C 7.281 12.032 16.151
C -2.315 12.816 16.884
C 2.725 16.352 15.290
H 3.990 9.129 11.998
Si -1.322 7.159 18.455
H -3.125 5.634 19.179
C 2.523 13.590 19.168
C -1.073 14.834 16.514
C 1.858 8.919 12.607
H 7.368 13.205 14.353
C 3.648 15.698 19.608
H 6.857 11.062 18.025
C 1.345 14.267 14.121
C 3.024 15.045 15.676
H 5.782 15.601 20.045
H -3.164 12.175 16.674
H 3.613 16.779 19.718
C -0.079 13.908 23.468
H 0.082 6.041 16.619
N 0.113 8.879 15.454
H 3.170 7.608 15.300
H -0.066 7.473 23.218
H 8.356 11.868 16.233
N 2.723 8.163 18.802
O 5.080 10.813 19.454
C 2.317 13.986 15.112
C 1.791 6.018 19.483
C -1.381 12.430 17.850
C 1.574 7.392 19.165
H -2.455 9.568 20.981
H 0.364 11.433 14.687
C 1.100 10.987 13.997
H 2.387 12.335 21.744
C 5.334 12.852 14.959
C 2.435 11.329 14.147
C 4.477 12.308 15.928
H 3.200 4.457 19.682
C -0.317 7.189 22.213
H 4.437 11.150 13.232
Si -0.064 8.666 21.085
C -2.141 14.011 16.185
C 3.819 13.037 19.040
H 1.464 9.806 22.705
C -0.709 13.687 21.168
C 0.488 13.014 20.884
C 3.977 7.619 18.746
C 1.385 12.771 21.944
C -0.127 14.427 17.458
H -3.207 8.764 18.289
S 4.059 11.355 18.536
H -1.851 5.641 20.382
H 0.382 15.795 12.930
C 1.101 15.579 13.700